{
  "formula": "C47H55CuGeN6O3PS2",
  "method": "ωB97M-V/def2-TZVPD",
  "relative_energy_kj_mol": 0.0,
  "charge": -2,
  "gap_ha": [0.10844, 0.20082],
  "total_energy_ha": -7233.25658,
  "spin_multiplicity": 2,
  "species": ["Ge", "Cu", "S", "S", "P", "O", "O", "O", "N", "N", "N", "N", "N", "N", "C", "C", "C", "C", "C", "C", "C", "C", "C", "C", "C", "C", "C", "C", "C", "C", "C", "C", "C", "C", "C", "C", "C", "C", "C", "C", "C", "C", "C", "C", "C", "C", "C", "C", "C", "C", "C", "C", "C", "C", "C", "C", "C", "C", "C", "C", "C", "H", "H", "H", "H", "H", "H", "H", "H", "H", "H", "H", "H", "H", "H", "H", "H", "H", "H", "H", "H", "H", "H", "H", "H", "H", "H", "H", "H", "H", "H", "H", "H", "H", "H", "H", "H", "H", "H", "H", "H", "H", "H", "H", "H", "H", "H", "H", "H", "H", "H", "H", "H", "H", "H", "H"],
  "xyz": [[-4.10009, -2.33835, -1.21599], [-0.40337, 0.59517, -0.70237], [0.58049, 3.51220, -1.15403], [3.12075, 4.96819, -1.14674], [1.43289, 0.99732, 1.71067], [-2.39207, -0.25269, -0.87311], [-3.44149, 1.10633, -2.33769], [0.65471, -0.76913, -1.62569], [3.57335, 1.09731, 3.71299], [3.14321, 2.38128, -0.90388], [2.53616, -1.07693, 3.37442], [-0.26936, 2.47208, -0.14674], [2.70025, 1.11197, -0.77512], [1.39891, 0.60202, 4.67700], [2.32880, 3.40248, -0.90464], [1.88486, -0.80086, 2.08155], [7.43421, 3.81581, -0.20324], [3.98718, -2.23796, -1.24663], [3.76581, -0.40250, 3.51183], [-2.35392, 3.82892, -0.46349], [1.61848, -1.60109, -1.46442], [-7.18613, -6.00608, -1.98819], [3.67032, -3.58732, -1.27833], [-2.37262, -0.90160, -3.12395], [-6.46785, -0.66301, -1.17915], [-1.73052, -3.42468, 2.16058], [-2.75738, 0.12302, -2.04762], [-6.64086, -3.92360, -0.91136], [4.68612, 0.53811, -2.10913], [3.05379, 1.71616, 2.45025], [-0.97382, -4.73679, 0.30484], [-2.70201, -2.84778, 1.35717], [-0.80611, 4.27575, 1.46490], [5.83242, 4.51293, -1.87842], [2.60963, 1.30670, 4.86477], [6.88987, 5.06336, -2.60577], [0.64741, 1.12097, 3.50563], [8.19760, 4.95960, -2.16375], [3.43086, 0.16602, -1.35161], [-4.96015, -0.13319, 0.59673], [-1.37322, 3.18229, 0.53005], [-5.78908, 0.90513, 0.99304], [-5.40163, -3.85573, -1.55143], [1.67040, -0.81729, 4.50733], [6.13205, 3.90612, -0.65446], [-2.80199, -3.17762, 0.00849], [8.48620, 4.32504, -0.96174], [4.44666, 4.54256, -2.41031], [-7.52525, -4.96930, -1.12725], [1.35700, -2.99326, -1.55896], [-5.08531, -4.91176, -2.41045], [-5.95338, -5.97055, -2.62609], [-7.29926, 0.37611, -0.79127], [-3.45027, -1.98555, -3.07270], [-5.28722, -0.93497, -0.49131], [-1.93641, -4.14295, -0.49630], [2.34014, -3.95719, -1.45468], [3.01337, -1.22850, -1.32731], [-2.14917, 2.16660, 1.36687], [-6.96174, 1.16364, 0.29907], [-0.85495, -4.36359, 1.63522], [-5.50671, 1.52730, 1.83383], [5.17919, -0.35030, -2.49758], [0.32269, -3.26869, -1.71776], [2.88504, 2.77999, 2.64101], [-6.92098, -3.12638, -0.23182], [-1.65082, -3.13604, 3.20323], [2.41092, 2.37792, 4.92887], [4.34749, 5.25360, -3.23006], [-0.08020, -4.79871, 2.25482], [-1.84283, 4.58615, -1.06128], [-8.20533, 0.58306, -1.34953], [4.43496, 1.19046, -2.95149], [5.02872, -1.95643, -1.11524], [-3.11223, -2.92249, -3.52441], [-3.38925, -2.12856, 1.78218], [-0.30469, 0.58370, 3.48052], [9.00441, 5.36222, -2.76624], [-2.01379, -4.43118, -1.53965], [-4.02217, -0.28983, 1.10806], [4.44746, -4.33782, -1.17738], [-8.48675, -4.98175, -0.62539], [-1.48521, 1.67285, 2.07936], [-2.96082, 2.66367, 1.90758], [2.51938, -1.17989, 1.28739], [3.83562, 1.64098, 1.69749], [7.65203, 3.33537, 0.74527], [-3.18685, 4.30457, 0.06638], [9.50967, 4.22989, -0.62019], [-0.45375, 5.12405, 0.87792], [0.72789, -1.33949, 4.34928], [-7.60076, 1.98701, 0.59635], [-1.56290, 4.62494, 2.17461], [3.11710, 0.96219, 5.77296], [5.30733, 3.51650, -0.07309], [-2.32935, -0.43133, -4.10820], [2.15160, -1.19842, 5.41780], [-4.33756, -1.66307, -3.62661], [-2.74591, 3.05988, -1.12966], [-2.57006, 1.40777, 0.70853], [-4.13263, -4.90528, -2.92911], [-7.87163, -6.82789, -2.15789], [-0.29965, -5.47613, -0.10905], [2.07625, -5.00912, -1.52254], [-5.67385, -6.77562, -3.29714], [4.31356, -0.76219, 4.39034], [-6.73958, -1.27332, -2.03413], [4.11012, 3.55440, -2.72151], [-1.39370, -1.29675, -2.84871], [4.36113, -0.52945, 2.60577], [6.67614, 5.55228, -3.54963], [0.41140, 2.17080, 3.70958], [5.38126, 1.09955, -1.47476], [4.47403, 1.52066, 3.93687], [0.95383, -1.37220, 2.03993], [0.04352, 3.86726, 2.01614]],
  "lowdin_charge": [1.051, 0.279, 0.863, 0.841, 1.120, -0.150, 0.010, -0.123, -0.091, -0.099, -0.154, -0.497, 0.005, -0.154, -0.924, -0.298, -0.102, -0.085, -0.234, -0.077, -0.364, -0.121, -0.144, -0.169, -0.124, -0.101, -0.712, -0.119, -0.034, -0.302, -0.105, -0.096, -0.085, -0.290, -0.275, -0.064, -0.306, -0.114, -0.245, -0.102, -0.732, -0.083, -0.237, -0.202, -0.062, -0.237, -0.110, -0.382, -0.109, -0.025, -0.118, -0.113, -0.101, -0.235, -0.252, -0.118, -0.123, -0.141, -0.057, -0.105, -0.101, 0.095, 0.059, 0.087, 0.071, 0.089, 0.092, 0.104, 0.067, 0.095, 0.045, 0.091, 0.075, 0.097, 0.051, 0.084, 0.069, 0.090, 0.095, 0.076, 0.078, 0.091, 0.044, 0.079, 0.071, 0.061, 0.080, 0.075, 0.090, 0.051, 0.121, 0.090, 0.070, 0.073, 0.082, 0.106, 0.118, 0.072, 0.062, 0.048, 0.082, 0.087, 0.095, 0.086, 0.091, 0.077, 0.099, 0.060, 0.088, 0.118, 0.102, 0.071, 0.071, -0.025, 0.084, 0.054]
}